C30H61BNO18 | the ωB97M-V functional and the def2-TZVPD basis

Calculated values
orbital gap = 6.280 eV
total charge = -1
HOMO level = -4.170 eV
molar mass = 734.619 g mol⁻¹

XYZ file:
```
111
Properties=species:S:1:pos:R:3:forces:R:3
H -2.401 2.774 1.918 -0.15 0.01 0.15
H -1.762 0.384 1.525 -0.01 0.04 -0.05
H 2.210 6.322 -0.856 -0.01 0.01 -0.08
C -1.929 7.080 9.829 0.05 0.09 0.20
H 0.024 7.235 8.941 0.01 0.04 0.03
C -0.453 -2.734 -3.883 -0.14 0.08 0.00
H 2.734 -11.518 -6.060 0.00 -0.05 -0.01
H -0.433 -3.035 -4.930 0.01 -0.07 0.02
O -5.580 0.175 -1.396 -0.02 -0.01 0.01
H 4.139 -0.832 -0.423 0.04 0.04 -0.03
H -1.027 2.980 2.982 0.02 -0.06 0.10
C -1.035 1.121 1.876 -0.07 -0.19 0.14
O 0.870 -2.512 -3.401 0.06 0.06 0.03
H -0.331 0.613 2.534 0.04 0.05 0.00
H 0.031 6.965 10.692 0.00 0.01 0.01
O 1.288 -4.724 -3.564 0.04 0.06 0.02
H -0.277 1.086 -1.725 0.02 0.16 -0.03
H -2.446 6.529 10.615 0.00 -0.06 -0.04
H 3.454 -0.301 -2.607 0.06 0.00 0.00
H 1.271 -7.132 -3.503 -0.03 0.02 -0.03
O 2.132 -10.904 -3.527 0.02 0.08 0.00
H -2.944 3.661 6.468 0.00 -0.02 0.07
H 3.665 -5.072 -4.747 0.00 -0.02 0.03
H 2.957 -0.355 0.796 0.01 0.08 -0.03
H 0.526 6.886 -0.670 0.08 -0.05 0.03
O 3.765 2.321 -0.662 -0.13 0.08 -0.06
C -5.031 -1.045 -3.717 -0.07 -0.33 -0.10
H -6.965 -0.108 -3.546 0.00 -0.04 0.01
H -0.962 -1.779 -3.784 0.03 0.01 0.01
C 1.696 -11.715 -5.792 0.05 0.14 0.00
H -0.346 5.634 9.591 -0.02 -0.01 0.03
H 2.690 4.198 0.477 -0.05 0.03 0.02
H 1.086 2.698 -3.698 0.03 -0.12 0.08
H 1.654 3.738 1.838 0.00 0.12 0.01
O -2.735 4.657 9.037 0.01 -0.01 0.00
H 0.539 -12.134 -4.011 -0.01 0.07 -0.01
C 1.604 1.216 -0.737 0.12 -0.14 -0.13
H -1.736 -0.381 6.752 0.05 0.03 -0.01
C -4.591 0.495 -2.005 0.04 0.00 0.03
N 0.661 4.861 -1.201 0.08 0.00 -0.14
C 1.185 6.225 -1.241 -0.06 0.00 -0.01
C -4.010 2.108 -0.429 0.11 0.19 0.16
H 4.592 -3.784 -2.126 -0.03 0.06 -0.01
C 0.554 4.415 0.153 0.34 0.12 -0.15
H 6.024 2.542 -0.911 -0.12 0.04 -0.12
H 4.499 0.501 0.687 0.01 -0.05 -0.10
O -0.499 4.023 0.578 -0.56 -0.25 0.19
O -2.864 0.977 5.657 0.00 -0.04 0.04
O 0.253 -9.696 -3.883 0.01 0.03 0.00
C 4.417 -4.605 -4.111 -0.10 0.06 -0.09
H -2.046 8.145 10.022 -0.03 0.01 -0.06
O -4.205 -0.004 -3.182 0.03 0.06 -0.01
H 3.133 1.424 -3.024 -0.10 -0.23 -0.02
B 4.983 2.404 -1.569 0.42 -0.35 0.24
H -3.124 2.683 -0.176 0.06 -0.04 -0.12
H -4.459 3.736 7.404 0.05 0.00 0.05
H 1.217 0.352 -0.189 0.05 -0.05 -0.12
H -0.336 3.106 -2.774 0.07 0.03 0.01
H -4.400 4.371 5.744 0.03 0.09 -0.01
H 5.240 -5.306 -3.975 0.01 0.01 0.01
H 0.338 -7.812 -2.145 -0.02 0.01 -0.04
H 3.416 -5.096 -2.253 -0.07 0.01 -0.06
H -1.695 1.294 7.352 0.03 0.00 -0.01
H 2.155 -12.849 -4.017 0.04 0.04 0.03
H 1.935 -7.077 -1.856 0.04 0.00 -0.02
C 1.784 4.459 1.030 0.12 -0.14 0.04
H 1.897 5.458 1.459 -0.03 -0.03 -0.02
H 4.793 -3.715 -4.617 0.05 -0.01 0.03
O -2.601 6.867 8.577 0.00 -0.02 -0.04
H -3.175 0.319 7.537 -0.01 0.00 -0.02
O 2.831 -3.212 -2.886 0.03 0.13 0.02
H 2.359 3.557 -1.479 0.04 -0.03 0.00
C -1.947 1.428 4.787 -0.03 0.10 -0.05
C 1.576 -11.973 -4.305 -0.06 -0.21 -0.05
C -2.920 5.600 8.311 -0.02 0.02 -0.01
C 0.707 2.786 -2.676 -0.13 -0.08 0.13
O 2.016 -8.910 -2.709 0.03 0.07 0.04
H 1.053 0.659 -2.759 0.04 -0.09 0.16
C 1.333 -7.651 -2.553 -0.01 -0.13 0.06
C 3.630 0.739 -2.309 0.07 0.36 -0.01
C 1.637 -3.594 -3.308 -0.11 0.00 -0.05
H -4.258 1.427 0.383 -0.05 -0.04 -0.05
C -1.734 2.251 2.595 0.27 0.09 -0.23
O -0.769 1.524 5.015 0.00 -0.03 0.01
H 1.164 6.566 -2.277 0.07 -0.03 0.05
H 1.899 4.558 -2.825 -0.07 -0.04 0.04
C -3.842 4.244 6.666 -0.05 -0.13 -0.15
C 3.131 1.076 -0.897 0.33 -0.25 0.11
H -6.857 -1.357 -4.795 0.02 -0.02 -0.02
H 1.095 -10.856 -6.085 -0.03 -0.02 0.01
O -3.490 5.559 7.110 -0.02 0.02 0.02
H -6.121 0.234 -5.060 0.00 -0.05 -0.04
C 3.712 0.027 0.100 -0.26 0.07 0.11
H 4.849 3.328 -2.389 -0.13 0.03 0.00
O 4.990 1.059 -2.247 -0.12 0.12 -0.07
C -2.320 0.527 6.900 -0.06 0.01 0.06
H -4.839 2.790 -0.615 -0.07 -0.08 0.03
H -5.224 -1.790 -2.944 -0.01 0.07 0.06
C 0.744 1.380 -1.998 -0.11 0.29 -0.05
C 3.834 -4.229 -2.767 0.16 -0.17 0.10
C 1.360 -9.815 -3.420 -0.03 -0.10 0.00
C -0.465 6.703 9.757 0.00 -0.06 -0.13
H -0.963 -3.491 -3.289 0.03 -0.04 -0.02
O -3.691 1.394 -1.626 0.00 -0.02 -0.09
C 1.490 3.934 -2.026 -0.02 0.22 -0.22
H 1.350 -12.586 -6.349 0.00 -0.01 0.01
H -0.489 1.511 1.020 -0.03 0.04 0.01
C -6.324 -0.536 -4.315 0.01 0.24 0.07
H -4.411 -1.507 -4.485 0.03 0.04 0.01
H 1.466 2.064 -0.068 -0.14 0.05 0.11
O -2.575 1.765 3.670 -0.08 -0.01 -0.01
```
Forces are in eV/Å.


C2H3N3O | the ωB97M-V functional and the def2-TZVPD basis

Calculated values
energy relative to the best compared isomer or geometry (same formula, charge and spin) = 1.071 eV
orbital gap = 10.343 eV
structure (SMILES) = Oc1cn[nH]n1
total charge = 0
HOMO level = -9.423 eV
molar mass = 85.066 g mol⁻¹

XYZ file:
```
9
Properties=species:S:1:pos:R:3:forces:R:3
N -0.768 0.721 -0.435 0.25 -0.19 0.21
N -0.084 -1.414 -0.700 0.01 0.25 0.11
H 1.460 -1.381 0.732 -0.06 0.05 -0.05
H -1.710 -0.669 -1.625 0.14 0.25 -0.07
C 0.237 0.482 0.390 -0.04 -0.25 -0.13
N -0.890 -0.446 -1.084 -0.24 -0.10 0.11
O 0.776 1.353 1.263 -0.12 0.19 -0.07
C 0.670 -0.848 0.228 0.10 -0.06 0.01
H 0.310 2.198 1.232 -0.05 -0.13 -0.12
```
Forces are in eV/Å.


C2H5I2N | the ωB97M-V functional and the def2-TZVPD basis

Calculated values
energy relative to the best compared isomer or geometry (same formula, charge and spin) = 2.160 eV
orbital gap = 8.846 eV
total charge = 0
HOMO level = -8.786 eV
molar mass = 296.877 g mol⁻¹

XYZ file:
```
10
Properties=species:S:1:pos:R:3:forces:R:3
C -0.734 1.005 -0.255 -1.49 -3.81 0.93
H -0.414 1.943 0.071 1.19 0.88 1.51
I -2.818 1.146 -0.223 -0.37 0.03 0.05
I -1.169 -2.201 0.128 -1.00 -1.28 -0.74
H -0.471 0.893 -1.280 0.51 -0.74 -0.65
C 1.162 -0.573 0.301 0.12 -1.54 1.50
H 1.873 -1.369 0.686 -1.42 0.58 0.11
H 1.583 0.352 0.560 0.51 1.41 0.79
N -0.277 -0.576 0.745 2.00 4.79 -1.37
H 1.266 -0.619 -0.733 -0.06 -0.32 -2.12
```
Forces are in eV/Å.